Entry a
ORCA calculation (ωB97M-V/def2-TZVPD) on a single C8H13N molecule.

Summary:
**Molecular weight**: 123.2 g mol⁻¹
**Spin multiplicity**: 1
**SMILES**: C=N/C(C)=C(\C)C(=C)C

Structure (XYZ):
```
22
C8H13N ωB97M-V/def2-TZVPD
C -0.21434 1.84312 1.28075
C -0.85813 -1.63396 -0.43782
C 1.83205 -1.26609 -1.35889
C -0.80465 0.58381 0.68993
C -0.10818 -0.41391 0.07897
C 1.35197 -0.45298 -0.17377
C -2.85856 1.09573 -0.06499
C 2.28901 0.12049 0.60255
N -2.17393 0.49831 0.85487
H 0.23405 1.63032 2.25681
H 0.52222 2.30216 0.61603
H -0.98900 2.59944 1.45548
H -0.87968 -1.63405 -1.53359
H -0.38319 -2.55772 -0.09035
H -1.89844 -1.68859 -0.10379
H 1.30660 -0.98020 -2.27530
H 2.90314 -1.13044 -1.54813
H 1.67964 -2.33648 -1.17861
H -3.95859 1.08065 -0.01823
H -2.40529 1.63107 -0.91818
H 3.34520 0.03784 0.36052
H 2.06811 0.67148 1.50574
```

***

Entry b
ORCA calculation (ωB97M-V/def2-TZVPD) on a single C8H13N molecule.

Summary:
**Molecular weight**: 123.2 g mol⁻¹
**Spin multiplicity**: 1
**SMILES**: C=C1[C@@H](C)[C@H](C)[C@@H]2N[C@@H]12

Structure (XYZ):
```
22
C8H13N ωB97M-V/def2-TZVPD
C -0.41185 -0.79960 -2.18878
C 0.33934 -0.66894 -0.90492
C 0.31463 0.77476 -0.28457
C 1.70617 1.35956 -0.06384
C -0.46569 0.56849 1.09454
C -0.44030 1.38396 2.16485
C -1.35246 -0.61459 0.78405
C -0.20176 -1.47299 0.32589
H -0.58072 -1.90773 -2.42596
H -1.43308 -0.36768 -2.18382
H 0.08777 -0.36395 -3.06812
H 1.34003 -0.99321 -1.17475
H -0.28062 1.48937 -0.90336
H 1.65892 2.28544 0.63074
H 2.46405 0.64858 0.39886
H 2.18646 1.64805 -1.03850
H 0.16790 2.26633 2.16541
H -1.16149 1.17178 2.95155
H -2.06550 -0.32175 -0.00091
H -1.10426 -2.45885 1.84053
H 0.61990 -1.50501 0.99682
N -1.38744 -2.12202 0.88429
```

***

Entry c
ORCA calculation (ωB97M-V/def2-TZVPD) on a 2-piece molecular cluster, C8H13N overall.

Summary:
**Molecular weight**: 123.2 g mol⁻¹
**Spin multiplicity**: 1
**SMILES**: [H]/N=C(/C)C(=C)C.C#CC

Structure (XYZ):
```
22
C8H13N ωB97M-V/def2-TZVPD
C -0.58653 2.11956 1.57117
C 1.38928 1.20017 -0.41737
C -0.93873 0.96827 0.67296
C -0.01083 0.65364 -0.45041
C -0.51556 0.15156 -1.60539
N -1.97609 0.29784 0.97032
H -2.15006 -0.48689 0.34231
H -0.51143 3.04105 0.99832
H 0.36869 1.94792 2.06286
H -1.34892 2.22028 2.33739
H 1.92157 0.84873 0.46824
H 1.94860 0.88141 -1.29717
H 1.38885 2.29177 -0.39391
H -1.58515 0.07747 -1.74722
H 0.04053 0.24539 -2.52757
C 0.16500 -2.80622 -0.94047
C 0.53483 -2.35344 0.35808
C 0.73614 -1.56739 1.25709
H -0.12283 -1.80479 -1.49904
H -0.70128 -3.46542 -0.91016
H 0.98634 -3.32744 -1.43907
H 0.96759 -1.13348 2.18906
```

***

Looking at the structures above, entry a is most stable, and the difference to the next one is 148.1 kJ/mol.